[1]
13
Properties=species:S:1:pos:R:3:forces:R:3 method="wB97M-V/def2-TZVPD" total_energy_ev=-7335.05123 homo_ev=-10.00 e_lumo_ha=0.0325 e_above_lowest_ev=0.9993 homo_lumo_gap_ha=0.3999 smiles="CCC=O.O"
C -1.229 0.586 -0.103 -1.732 -0.221 1.262
C -0.528 -0.313 -1.093 1.512 1.475 -0.030
C 0.960 -0.034 -1.174 -0.267 -0.017 -0.884
O 1.654 0.483 -0.346 0.176 -0.005 0.454
H -0.774 1.514 0.226 0.845 -0.073 -0.417
H -1.459 0.074 0.837 0.137 -0.055 -0.128
H -2.205 0.916 -0.483 0.127 -0.306 -0.115
H -0.518 -1.388 -0.896 -0.796 -0.025 -0.164
H -0.864 -0.028 -2.092 -0.201 -0.783 -0.154
H 1.379 -0.327 -2.163 0.235 -0.091 0.203
O 0.778 -0.444 2.481 1.636 -0.300 -0.506
H 1.334 -0.410 1.660 -0.938 0.271 0.712
H 1.472 -0.629 3.146 -0.734 0.132 -0.233


[2]
16
Properties=species:S:1:pos:R:3:forces:R:3 method="wB97M-V/def2-TZVPD" total_energy_ev=-9875.92570 homo_ev=-8.82 e_lumo_ha=0.0305 e_above_lowest_ev=4.1349 homo_lumo_gap_ha=0.3546 smiles="CC(=O)CN(C)O"
C 2.234 0.684 -0.117 0.218 0.095 0.321
C 1.205 0.048 0.777 -0.181 0.026 -0.600
O 1.212 0.154 1.976 -0.063 -0.029 0.079
C 0.163 -0.817 0.049 -0.027 -0.948 1.045
N -0.884 -0.146 -0.683 -3.719 -0.274 0.218
C -2.332 -0.556 0.153 2.843 1.783 -2.116
O -0.708 1.264 -0.603 -0.135 0.094 0.315
H 2.973 1.206 0.483 0.045 0.068 0.056
H 2.732 -0.080 -0.710 0.006 -0.094 -0.113
H 1.748 1.381 -0.792 -0.067 0.007 -0.098
H 0.675 -1.481 -0.657 0.182 0.052 0.114
H -0.333 -1.451 0.815 0.663 0.261 -0.287
H -2.170 0.023 1.059 -0.110 -0.997 0.615
H -2.303 -1.630 0.022 -0.018 -0.098 0.981
H -3.252 -0.187 -0.294 0.329 0.273 -0.628
H -0.960 1.588 -1.477 0.032 -0.220 0.098


[3]
13
Properties=species:S:1:pos:R:3:forces:R:3 method="wB97M-V/def2-TZVPD" total_energy_ev=-7795.13711 homo_ev=-8.29 e_lumo_ha=-0.0026 e_above_lowest_ev=4.5073 homo_lumo_gap_ha=0.3021
C -1.035 -0.764 1.795 -0.046 -0.043 -0.015
C -0.445 -0.128 0.592 -0.074 0.062 0.145
N -1.000 -0.137 -0.607 0.075 0.272 0.063
C -0.276 0.700 -1.418 0.031 0.074 0.311
C 0.856 1.169 -0.564 -0.013 0.110 -0.136
O 0.659 0.562 0.753 -0.165 -0.139 -0.003
H -0.339 -1.472 2.253 -0.049 0.098 -0.084
H -1.963 -1.261 1.513 0.150 0.023 0.069
H -1.242 0.024 2.526 0.022 -0.138 -0.045
H 0.986 -0.908 -3.031 0.093 -0.131 -0.102
H 0.506 -0.347 -2.879 0.127 -0.180 -0.203
H 0.784 2.253 -0.439 0.067 -0.071 0.060
H 1.856 0.899 -0.917 -0.218 0.061 -0.061


[4]
12
Properties=species:S:1:pos:R:3:forces:R:3 method="wB97M-V/def2-TZVPD" total_energy_ev=-9808.63072 homo_ev=-8.54 e_lumo_ha=0.0174 e_above_lowest_ev=5.6841 homo_lumo_gap_ha=0.3313
N -1.568 0.371 0.776 0.166 0.008 0.369
C -0.467 -0.013 0.081 -1.255 0.285 -0.475
C 0.150 -1.252 -0.107 -1.584 0.704 -0.080
C 1.350 -0.317 0.026 1.222 -1.966 0.156
O 1.442 0.703 -0.975 -0.353 -0.538 -0.110
C 0.123 1.080 -0.851 0.028 0.688 0.284
O -0.360 2.084 -1.282 0.158 -0.668 0.172
H -2.161 -0.299 1.237 0.266 -0.089 -0.069
H -1.823 1.345 0.888 0.299 -0.220 -0.174
H 1.523 -1.556 0.100 0.701 0.631 -0.049
H -0.060 -2.010 -0.861 0.689 0.464 -0.047
H 1.851 -0.136 0.968 -0.337 0.701 0.023


[5]
117
Properties=species:S:1:pos:R:3:forces:R:3 method="wB97M-V/def2-TZVPD" total_energy_ev=-102545.12475 homo_ev=-8.35 e_lumo_ha=0.0162 homo_lumo_gap_ha=0.3229
Ag 1.259 22.055 12.152 0.181 -0.493 -1.704
F 3.337 21.692 10.960 -0.663 0.044 0.424
C 5.232 17.126 13.704 0.161 -2.409 1.373
O 5.721 18.405 13.608 0.553 2.111 -1.216
P 6.178 19.268 14.863 2.256 0.509 0.092
O 7.095 18.575 15.791 -0.775 0.493 -0.701
O 6.801 20.658 14.267 -0.496 -3.187 1.463
C 6.154 21.312 13.206 -0.263 0.440 -0.793
O 4.800 19.691 15.471 -0.674 0.089 0.877
C 4.123 18.833 16.398 -1.319 0.444 0.788
H 5.182 16.828 14.751 -0.118 -0.074 0.231
H 5.958 16.425 13.294 -0.092 0.033 -0.424
H 4.240 16.919 13.302 0.053 0.673 -0.469
H 5.894 22.290 13.610 -0.372 0.039 -0.540
H 5.313 20.737 12.818 -0.329 0.405 0.125
H 6.850 21.395 12.371 0.090 0.239 0.082
H 4.658 18.007 16.866 0.610 0.172 -0.592
H 3.191 18.470 15.966 0.213 -0.226 -0.506
H 3.760 19.442 17.226 0.326 0.297 0.039
C -2.028 21.506 6.659 -0.293 0.363 -0.827
O -1.799 21.425 8.049 2.421 0.475 1.120
P -0.281 21.597 8.621 0.423 -0.090 -0.760
O -0.232 21.408 10.080 -0.079 0.117 -0.336
O 0.571 20.544 7.757 -2.907 0.560 -0.868
C 1.726 19.924 8.203 1.945 1.040 2.203
O 0.268 23.026 8.084 -1.570 -0.737 0.365
C 1.625 23.443 8.289 0.278 0.121 0.583
H -3.101 21.341 6.554 0.166 -0.030 -0.298
H -1.443 20.795 6.076 -0.119 -0.328 0.267
H -1.756 22.490 6.277 -0.180 0.168 0.087
H 1.801 18.837 8.238 -0.617 0.031 -0.821
H 1.818 20.258 9.237 0.533 -0.322 0.443
H 2.557 20.439 7.721 0.263 -0.623 -0.321
H 2.042 23.015 9.201 0.345 -0.849 -0.258
H 1.702 24.498 8.553 -0.693 0.262 -0.512
H 2.163 23.262 7.358 0.262 -0.186 0.329
C 0.812 15.500 11.373 0.241 -0.763 0.363
O 2.182 15.938 11.381 1.050 0.733 -1.421
P 3.031 16.064 9.983 0.575 -1.423 -0.142
O 2.279 16.544 8.811 0.327 -0.102 0.967
O 4.378 16.878 10.369 -1.562 -3.295 0.497
C 4.510 18.235 10.182 -0.488 2.471 -0.700
O 3.571 14.523 9.732 0.504 2.016 1.084
C 4.425 13.892 10.745 -0.854 -0.631 -0.237
H 0.322 15.460 10.400 0.286 0.573 -0.098
H 0.282 16.121 12.094 -0.105 0.010 -0.251
H 0.833 14.470 11.729 -0.168 -0.016 0.187
H 5.105 18.433 9.291 0.310 -0.023 0.190
H 4.915 18.727 11.066 0.213 -0.225 -0.062
H 3.550 18.713 9.983 -0.103 0.071 0.103
H 3.769 13.198 11.271 0.096 -0.020 0.167
H 4.904 14.532 11.485 -0.198 0.466 -0.377
H 5.187 13.293 10.246 -0.077 0.284 -0.222
C 2.757 22.598 14.554 -0.233 -0.951 -0.332
O 1.733 23.370 13.967 -1.200 0.066 1.355
C 2.175 24.509 13.325 -0.567 1.948 -0.615
C 1.007 25.288 12.639 1.417 -1.123 -0.370
O 0.415 24.487 11.608 -0.468 0.474 0.819
C -0.644 25.171 10.966 -0.392 0.020 -0.091
H 3.416 23.108 15.256 0.095 0.470 -0.278
H 3.242 22.138 13.693 0.986 -0.145 0.341
H 2.270 21.797 15.110 -0.078 0.011 -0.036
H 2.958 24.262 12.608 0.172 0.166 -0.161
H 2.521 25.219 14.076 0.606 0.166 -0.024
H 1.438 26.161 12.149 0.231 0.247 0.187
H 0.319 25.630 13.413 -0.517 -0.236 -0.084
H -1.275 24.448 10.448 0.355 -0.029 -0.227
H -0.297 25.957 10.296 0.348 -0.166 -0.375
H -1.312 25.710 11.637 0.012 -0.145 0.657
C 3.517 28.459 13.943 0.438 -0.544 0.744
O 4.067 27.308 13.337 -1.045 -0.616 0.243
C 5.289 27.411 12.662 0.001 0.815 0.010
C 5.697 26.063 12.120 -0.691 -0.950 -0.695
O 4.759 25.611 11.121 0.318 1.253 0.259
C 5.037 24.327 10.604 -0.080 0.004 0.308
H 4.246 28.911 14.615 0.291 0.418 -0.155
H 2.743 28.108 14.627 -0.217 -0.135 -0.228
H 3.071 29.203 13.283 0.243 -0.050 -0.402
H 6.052 27.783 13.345 0.376 -0.145 0.270
H 5.186 28.203 11.920 0.163 -0.200 -0.652
H 5.767 25.335 12.928 -0.573 -0.162 0.470
H 6.723 26.014 11.756 0.159 0.671 -0.534
H 5.997 24.308 10.088 0.479 -0.164 0.387
H 4.328 24.028 9.832 -0.404 0.341 0.322
H 4.922 23.637 11.439 0.426 -0.618 -0.333
C -3.078 21.901 11.264 -0.320 -0.698 0.413
O -4.250 21.706 12.065 0.349 -0.841 -0.079
C -5.229 22.678 11.912 0.210 1.214 0.497
C -6.393 22.437 12.844 -0.745 0.507 -0.471
O -7.490 23.312 12.414 1.297 -1.263 0.954
C -8.686 23.056 13.137 0.297 0.147 -0.712
H -3.209 21.513 10.254 -0.278 0.348 -0.206
H -2.293 21.278 11.694 -0.006 0.333 0.139
H -2.779 22.949 11.266 0.096 0.046 -0.061
H -5.535 22.860 10.882 -0.174 -0.296 -0.180
H -4.824 23.608 12.311 0.303 0.623 -0.490
H -6.062 22.697 13.849 -0.209 0.089 0.246
H -6.652 21.378 12.866 -0.475 -0.102 -0.248
H -9.420 23.651 12.595 -0.334 -0.302 0.268
H -8.675 23.352 14.186 0.332 0.258 0.124
H -8.895 21.986 13.113 -0.362 -0.082 -0.147
C -1.601 22.919 14.285 -0.086 -0.452 0.017
O -0.798 21.903 13.691 -0.415 -0.719 0.398
C -0.771 20.650 14.434 1.227 1.648 -0.789
C -0.118 19.560 13.588 -0.881 0.540 0.256
O 1.232 19.921 13.272 -0.414 -1.733 0.487
C 1.991 18.812 12.710 -0.379 0.536 -0.506
H -1.605 23.796 13.637 0.274 -0.118 -0.018
H -1.275 23.187 15.290 0.429 0.106 0.040
H -2.634 22.590 14.395 -0.234 -0.219 -0.195
H -1.771 20.452 14.820 0.004 -0.500 -0.175
H -0.056 20.775 15.247 -0.204 0.229 0.575
H -0.735 19.373 12.709 0.254 -0.032 -0.432
H -0.193 18.689 14.240 0.450 -0.450 -0.091
H 1.765 18.706 11.649 0.143 0.467 -0.263
H 1.750 17.810 13.067 -0.222 0.213 0.932
H 3.049 19.025 12.858 -0.143 0.118 -0.055


[6]
52
Properties=species:S:1:pos:R:3:forces:R:3 method="wB97M-V/def2-TZVPD" total_energy_ev=-51122.43753 homo_ev="-0.90 / -4.29" charge=-1 e_lumo_ha="0.0455 / 0.0455" s_squared=0.756 homo_lumo_gap_ha="0.0785 / 0.2029" multiplicity=2
O 0.107 -0.212 0.033 0.600 0.118 -0.560
C -1.132 -0.254 -0.500 -5.323 0.836 -0.776
O -2.021 -0.882 0.093 0.340 -2.486 2.220
O -1.485 0.443 -1.479 2.753 0.513 -0.499
H 0.466 0.337 -0.668 1.639 0.264 -0.094
C 1.000 3.291 -0.344 0.847 -0.141 0.513
C -0.113 4.321 -0.500 0.127 0.190 0.132
N -0.785 4.261 -1.750 -0.020 -1.466 -2.348
C -0.306 3.699 -2.931 -0.273 0.259 -0.340
C -1.233 3.852 -3.952 1.507 0.638 2.181
N -2.231 4.652 -3.388 -1.126 -0.201 -1.157
C -1.969 4.886 -2.056 -0.252 0.700 1.005
C -3.256 5.352 -4.150 1.292 -0.582 0.837
H 1.814 3.347 -1.067 -0.344 -0.006 -0.380
H 0.675 2.254 -0.254 -0.510 0.250 -0.602
H 1.575 3.362 0.579 -0.298 0.728 0.381
H 0.171 5.373 -0.481 0.927 0.242 0.775
H -0.851 4.207 0.295 -0.152 -0.206 0.067
H 0.733 3.404 -2.912 -0.380 -0.721 -0.395
H -1.254 3.485 -4.967 0.069 0.190 0.209
H -2.491 5.518 -1.353 -0.181 -0.109 -0.401
H -2.819 5.699 -5.086 -0.134 -0.201 -0.311
H -3.463 6.257 -3.579 -0.645 -0.057 0.015
H -4.083 4.657 -4.295 -0.424 0.575 -0.177
C -1.140 -4.385 1.348 0.111 -1.296 0.297
N -0.677 -4.382 2.798 0.648 0.985 -0.108
C -1.544 -3.336 3.565 0.173 -0.881 -0.316
C -0.848 -5.773 3.403 -0.332 1.061 -0.632
C 0.851 -3.973 2.871 -0.879 0.116 0.275
C 1.285 -2.771 1.958 -0.263 -1.566 1.123
O 0.538 -1.650 2.277 0.295 -0.751 0.582
H -0.482 -5.077 0.822 0.009 -0.051 0.002
H -1.134 -3.444 0.798 -0.036 0.508 0.723
H -2.139 -4.823 1.365 -0.067 0.212 -0.151
H -1.747 -2.539 2.849 0.458 0.356 0.453
H -1.075 -3.088 4.517 0.465 0.449 -0.511
H -2.501 -3.748 3.888 -0.044 -0.604 -0.548
H -0.345 -5.859 4.366 -0.178 0.357 -0.002
H -0.438 -6.537 2.742 -0.054 0.245 -0.145
H -1.932 -5.860 3.482 0.170 -0.498 0.241
H 1.450 -4.877 2.763 -0.181 -0.135 -0.915
H 0.969 -3.824 3.945 0.064 0.865 -0.009
H 1.213 -3.039 0.904 -0.168 -0.118 -0.119
H 2.353 -2.673 2.153 0.280 0.204 0.125
H 0.489 -1.172 1.446 -0.532 1.229 -0.709
P 4.244 0.194 -1.383 0.448 0.848 0.131
F 5.845 0.534 -1.337 0.118 -1.034 0.242
F 4.305 0.002 0.231 -0.474 -0.193 -0.138
F 4.024 1.800 -1.174 -0.194 -0.167 -0.593
F 2.532 0.135 -1.322 2.194 -0.835 -0.887
F 4.454 0.305 -3.034 -1.719 -0.007 1.313
F 4.406 -1.449 -1.528 -0.351 1.375 -0.017